Record 1
Molecular formula: C6H9N2O2
Method: DFT, ωB97M-V with the def2-TZVPD basis set

Element x y z (Å)
C 1.04697 -2.06688 -3.33677
C 0.81167 -1.85820 0.17880
C 0.22038 -0.54889 -1.47992
C 0.84931 -1.71949 -1.88396
N 0.16446 -0.64390 -0.01970
N 1.07054 -2.56969 -0.91381
H 0.08822 0.18627 0.66374
H 0.95489 -2.21017 1.20916
H -0.22128 0.20841 -2.05861
H 0.81720 -3.01972 -3.43113
H 2.13072 -2.23776 -3.53570
H 0.80640 -1.26072 -4.05179
C -1.20547 3.18805 2.69890
C -1.37838 1.56874 2.58533
O -2.57581 1.28192 2.87418
O -0.38048 0.86060 2.38668
H -0.62730 3.54954 3.61329
H -2.12282 3.76516 2.60201
H -0.44922 3.52672 1.89929

The multiplicity is 1. The value obtained for the energy above the lowest of the compared OMol25 structures with the same formula, charge and spin is 1.8285 eV. Its HOMO energy is -0.1619 hartree. As for the charge: -1. The electronic energy comes out at -13443.93482 eV. Its molecular weight is 141.15 g/mol. The LUMO energy comes out at 0.1261 hartree.

Record 2
Molecular formula: C6H9N2O2
Method: DFT, ωB97M-V with the def2-TZVPD basis set

Element x y z (Å)
C -0.72551 -1.77078 -0.61769
C 0.71017 -1.52188 -0.39129
C 2.47790 -0.28144 -0.48691
C 1.76910 -2.34101 -0.62989
N 1.19275 -0.21389 -0.33800
N 2.91513 -1.56258 -0.61846
H 3.06678 0.62083 -0.44679
H -0.91311 -2.28369 -1.56910
H -1.30787 -0.85017 -0.71178
H 3.76747 -1.94773 -0.99076
H 1.87037 -3.36475 -0.95498
H -1.22293 -2.30989 0.18665
C -1.64112 3.07986 1.33822
C -2.33262 1.83636 0.71047
O -1.58009 1.10355 0.02952
O -3.53619 1.66534 1.00679
H -1.19935 2.81936 2.29857
H -2.41495 3.82921 1.52905
H -0.89592 3.49331 0.65636

The multiplicity is 1. The value obtained for the energy above the lowest of the compared OMol25 structures with the same formula, charge and spin is 1.7217 eV. Its HOMO energy is -0.1337 hartree. As for the charge: -1. The electronic energy comes out at -13444.04159 eV. Its molecular weight is 141.15 g/mol. The LUMO energy comes out at 0.1132 hartree.

Record 3
Molecular formula: C6H9N2OS2
Method: DFT, ωB97M-V with the def2-TZVPD basis set

Element x y z (Å)
N -1.05874 2.06709 -0.72833
C -1.29892 1.03882 0.08549
O -2.37889 0.70066 0.50650
C -0.15331 0.31048 0.87631
N -0.77346 -0.12257 2.20501
S 1.31945 1.44875 1.45350
C 0.31876 -0.68086 -0.14624
C 1.49965 -0.76329 -0.81340
C 1.47983 -1.74323 -1.77875
C 0.27089 -2.35443 -1.85520
S -0.81961 -2.00162 -0.54720
H -0.15882 2.48652 -0.75175
H -1.86037 2.48253 -1.18613
H -0.85512 -1.08059 2.26134
H -0.29217 0.20013 3.01810
H -1.78675 0.23194 2.07015
H 1.62863 1.89157 0.15209
H 2.38826 -0.11940 -0.65860
H 2.31765 -2.07197 -2.33828
H 0.01193 -3.22171 -2.46195

The multiplicity is 1. The value obtained for the energy above the lowest of the compared OMol25 structures with the same formula, charge and spin is 0.0800 eV. Its HOMO energy is -0.4653 hartree. As for the charge: +1. The electronic energy comes out at -33058.61351 eV. Its molecular weight is 189.29 g/mol. The LUMO energy comes out at -0.1272 hartree.

Record 4
Molecular formula: C6H9N2S
Method: DFT, ωB97M-V with the def2-TZVPD basis set

Element x y z (Å)
C 1.74298 1.00996 0.28004
C 3.76741 0.50575 -0.32105
C -0.16876 -1.90317 0.84296
C 0.17249 -0.83913 0.09319
C -1.80029 0.56812 0.16296
C -0.75640 -0.04714 -0.67751
N 2.93192 1.49396 0.03727
N 1.55042 -0.29285 0.06932
S 2.94218 -0.97719 -0.40294
H 0.89008 1.59303 0.42729
H 4.76030 0.49229 -0.73417
H 0.51127 -2.23536 1.66167
H -1.10683 -2.20661 0.83028
H -2.31994 -0.15129 0.74687
H -2.48566 1.31555 -0.36347
H -1.27633 1.27204 0.84656
H -1.30829 -0.58959 -1.49206
H -0.12150 0.75558 -1.06701

The multiplicity is 1. The value obtained for the energy above the lowest of the compared OMol25 structures with the same formula, charge and spin is 1.8222 eV. Its HOMO energy is -0.5251 hartree. As for the charge: +1. The electronic energy comes out at -20174.35931 eV. Its molecular weight is 141.22 g/mol. The LUMO energy comes out at -0.1927 hartree.

Record 5
Molecular formula: C6H9N3
Method: DFT, ωB97M-V with the def2-TZVPD basis set

Element x y z (Å)
C 0.23821 -2.14136 -0.13160
C -0.43738 -1.23177 -1.08471
C -1.01475 -0.14106 -0.64338
N -0.97022 0.44135 0.64134
C -1.43145 1.76795 0.66412
N -1.89738 2.09969 -0.48867
N -1.71451 0.93103 -1.31557
H 1.07994 -2.73123 -0.64175
H 0.80901 -1.48283 0.48443
H -0.51721 -2.76348 0.46833
H -0.66675 -1.52688 -2.03805
H -0.48441 -0.03206 1.42978
H -1.21323 2.17642 1.66447
H -1.76819 1.16723 -2.26823
C 2.40085 1.38035 1.04814
C 2.49155 0.29099 0.52284
H 1.98175 2.28853 1.43579
H 3.11416 -0.49288 0.25272

The multiplicity is 1. The value obtained for the energy above the lowest of the compared OMol25 structures with the same formula, charge and spin is 4.1349 eV. Its HOMO energy is -0.2621 hartree. The electronic energy comes out at -10833.49185 eV. Its molecular weight is 123.16 g/mol. The LUMO energy comes out at 0.0334 hartree.

Record 6
Molecular formula: C6H9N3
Method: DFT, ωB97M-V with the def2-TZVPD basis set

Element x y z (Å)
C 0.49557 0.19409 0.29464
C 0.45428 1.41129 -0.40062
C -0.43315 0.95194 -1.26191
C 0.10738 -1.01931 0.59864
C 1.17050 2.70279 -0.27432
C 0.65536 -1.83984 1.72883
N -1.19167 -0.00494 -1.76478
N -0.94855 -1.70811 -0.11211
N -1.84609 -0.96906 -0.81796
H 0.68668 3.32286 0.48162
H 1.12694 3.23608 -1.22028
H 2.20844 2.54544 0.00924
H 1.61617 -1.45147 2.05239
H 0.77879 -2.87270 1.40538
H -0.03325 -1.83482 2.57330
H -1.84668 0.24410 -2.49127
H -0.62215 -2.50251 -0.65389
H -2.37856 -0.40583 -0.14691

The multiplicity is 1. The value obtained for the energy above the lowest of the compared OMol25 structures with the same formula, charge and spin is 5.4984 eV. Its HOMO energy is -0.2716 hartree. The electronic energy comes out at -10832.12842 eV. Its molecular weight is 123.16 g/mol. The LUMO energy comes out at 0.0292 hartree.

Q: Number 5 is which compound?
A: C6H9N3

Q: Look up the energy above the lowest of the compared OMol25 structures with the same formula, charge and spin of the sixth one.
A: 5.4984 eV